Entry 1:
ORCA calculation (ωB97M-V with the def2-TZVPD basis set) on a structure of composition C8H17NOS in a non-equilibrium geometry.

Summary:
E: -843.05133 Ha
LUMO level: 0.80 eV
E_HOMO: -8.39 eV
ΔE to the lowest compared entry with this formula, charge and spin: 342.0 kJ/mol

```
28
Properties=species:S:1:pos:R:3:forces:R:3
C -1.4552 0.1352 1.0969 -0.0963 -3.3766 2.7280
C -2.4031 -0.1714 0.0034 2.7882 0.0680 0.4938
C -2.7098 -1.5798 -0.4665 2.4671 2.8190 -2.4929
C -3.1625 1.0212 -0.3334 -1.2968 -0.4852 -1.9913
C 1.9711 0.2434 1.3715 -2.3851 1.0652 0.9800
C 3.0778 -0.6913 -0.6278 -0.2337 -1.2858 -2.5140
C 1.9712 1.4535 -0.8011 0.1698 -1.0640 -3.3039
C 1.9496 0.1230 -0.1495 0.2866 1.1514 1.8987
N -0.6262 0.4912 -0.0378 -2.2473 -1.1654 -0.0140
O 0.4001 -1.8811 0.2399 -0.1462 -1.0981 0.4257
S 0.4509 -0.6865 -0.6088 -1.1255 -0.1246 -0.8038
H -1.8005 0.9458 1.7418 0.5503 0.1459 -0.0896
H -1.2006 -0.8435 1.8189 -0.1477 2.5892 -2.0984
H -1.8495 -2.1278 -0.2323 1.1777 -1.2109 0.5663
H -2.6911 -1.5639 -1.6064 -1.0819 -0.3317 1.4347
H -3.4939 -1.9443 0.1017 -2.0760 -0.8270 0.4409
H -3.3562 1.0564 -1.4368 -0.5220 -0.0382 0.9247
H -2.4505 1.7820 -0.1778 0.0490 1.5466 0.5315
H -4.0766 1.0442 0.3003 0.4226 0.3763 -0.5619
H 2.9650 0.1047 1.7427 0.6223 0.3166 0.3867
H 1.4829 1.2868 1.7087 1.2750 -2.4211 -0.5385
H 1.3523 -0.5991 1.7971 0.6466 0.8853 -0.1950
H 4.0087 -0.1736 -0.3255 -0.2760 -0.7334 -0.5760
H 2.8989 -0.8675 -1.7782 1.0490 0.6928 1.8168
H 2.9349 -1.6917 -0.2488 0.7073 -0.4013 0.5365
H 1.4273 2.1063 -0.2159 -0.7292 1.9247 0.8900
H 2.9912 1.7353 -1.1124 -0.4677 0.2980 0.5110
H 1.3939 1.2924 -1.7639 0.6198 0.6842 0.6144
```
Forces are in eV/Å.

---

Entry 2:
ORCA calculation (ωB97M-V with the def2-TZVPD basis set) on a cluster of 2 separate species, C12H23Cl3F3O4P in total.

Summary:
E: -2793.67655 Ha
LUMO level: 0.60 eV
E_HOMO: -10.52 eV

```
46
Properties=species:S:1:pos:R:3:forces:R:3
C 2.4681 2.4375 -1.6422 0.0100 -0.0637 0.0796
C 3.1135 1.3766 -2.5349 -0.0580 0.0479 0.0560
C 2.8755 -0.0602 -2.0606 0.0784 -0.0087 0.1014
C 1.4411 -0.4042 -1.7028 -0.1340 -0.2005 -0.1488
O 1.2174 -0.1106 -0.2924 -0.1265 0.1049 -0.1015
P -0.1801 -0.4573 0.3639 0.0044 -0.1019 -0.1422
O -1.1853 -0.9928 -0.5640 0.3374 0.1509 0.5058
O 0.1840 -1.3871 1.5916 -0.1572 0.1399 -0.3075
C 1.0935 -0.9341 2.6091 0.1754 -0.0920 0.0303
C 1.8190 -2.1837 3.0985 0.0587 0.0587 -0.1493
C 2.4366 -2.0429 4.4731 0.0951 0.0238 -0.0051
F 2.3556 -3.1712 5.1796 -0.2094 -0.5593 0.1550
F 3.7381 -1.7450 4.4129 0.5649 0.2640 -0.2483
F 1.8711 -1.0828 5.2147 -0.3629 0.3110 0.1868
O -0.5974 0.8779 1.1313 -0.1837 0.0752 0.0494
C -1.3961 1.8590 0.4779 0.1316 -0.0601 -0.0676
Cl -0.4175 3.3485 0.3556 -0.0519 0.1471 0.0288
C -2.7125 2.0510 1.2258 -0.2413 -0.0206 -0.0590
C -2.7929 3.1704 2.2608 0.0757 0.0085 0.0499
H 2.8228 3.4366 -1.9052 -0.0614 -0.0551 -0.0101
H 1.3763 2.4396 -1.7283 0.1851 -0.0245 -0.0055
H 2.7027 2.2629 -0.5859 -0.0032 0.0401 -0.1438
H 2.7454 1.4843 -3.5623 0.0158 0.0108 0.1070
H 4.1948 1.5454 -2.5744 -0.0898 -0.0251 -0.0503
H 3.1991 -0.7594 -2.8394 0.0085 0.0802 0.0864
H 3.4916 -0.2618 -1.1748 -0.0728 -0.0335 -0.1235
H 1.2326 -1.4655 -1.8622 0.0355 0.1234 0.0296
H 0.7136 0.1629 -2.2920 0.1110 -0.0441 0.0248
H 0.5241 -0.4489 3.4009 -0.0385 -0.0951 -0.0658
H 1.7983 -0.2082 2.1937 -0.0784 -0.0557 0.0345
H 1.1243 -3.0246 3.1128 -0.0277 0.1293 0.0746
H 2.6337 -2.4307 2.4128 -0.1652 -0.0896 0.0444
H -1.5729 1.5637 -0.5558 -0.0382 -0.1151 0.1178
H -3.4934 2.1873 0.4692 0.0776 0.0232 0.1311
H -2.9147 1.0929 1.7124 0.0208 0.0171 -0.1241
H -3.6446 2.9940 2.9227 0.0637 0.0267 -0.0926
H -1.8932 3.2136 2.8794 -0.0800 -0.0112 -0.0463
H -2.9317 4.1458 1.7885 0.1095 -0.1109 0.0555
Cl -4.3032 -1.3164 -4.8169 -0.0066 0.0124 -0.0172
C -4.1225 -2.4662 -3.4635 0.0086 -0.0584 0.0123
C -2.8625 -2.2253 -2.6749 -0.0634 0.0588 0.0593
Cl -1.3990 -2.6238 -3.6103 0.0682 -0.0203 -0.0796
H -4.1442 -3.4687 -3.8827 -0.0014 0.0060 -0.0257
H -4.9857 -2.3299 -2.8146 0.0025 0.0127 0.0028
H -2.8518 -2.8570 -1.7894 0.0026 0.0131 -0.0010
H -2.7716 -1.1914 -2.3580 0.0108 -0.0405 -0.0082
```
Forces are in eV/Å.

---

Entry 3:
ORCA calculation (ωB97M-V with the def2-TZVPD basis set) on the ion C5H6N with charge +1 in a non-equilibrium geometry.

Summary:
<S²>: 2.029
E: -248.39454 Ha
LUMO level (alpha / beta): -4.24 / -8.47 eV
E_HOMO (alpha / beta): -11.73 / -15.16 eV
spin multiplicity: 3
net charge: +1
ΔE to the lowest compared entry with this formula, charge and spin: 169.7 kJ/mol

```
12
Properties=species:S:1:pos:R:3:forces:R:3
C -1.6394 -0.0449 -0.8864 5.9113 -0.7907 -2.5831
C 2.1017 0.0179 -0.0372 0.9565 -0.3516 -0.6909
C -0.2861 -0.0298 -0.5511 -9.9175 0.2432 -0.5807
C -2.8707 0.1760 -0.2755 -1.6205 1.1097 3.7428
C 2.3944 -0.1866 1.2817 -0.2598 0.2724 1.4628
N 0.8388 -0.0846 -0.4162 6.2522 0.0331 0.9630
H -1.5060 -0.2718 -1.9821 -1.0856 0.4260 0.7182
H 2.8453 0.1644 -0.8486 -0.5438 -0.1665 0.7352
H -3.7991 0.1999 -0.7444 -0.9775 -0.3678 -1.5375
H -3.0349 0.5363 0.7674 0.9581 -0.4540 -0.8329
H 1.5375 -0.3865 1.9907 1.2420 0.2082 -0.8366
H 3.4185 -0.0903 1.7018 -0.9153 -0.1619 -0.5603
```
Forces are in eV/Å.

---

Entry 4:
ORCA calculation (ωB97M-V with the def2-TZVPD basis set) on a cluster of 2 separate species, C15H25F3N3O4P in total in a non-equilibrium geometry.

Summary:
E: -1692.57528 Ha
LUMO level: -2.57 eV
E_HOMO: -4.29 eV

```
51
Properties=species:S:1:pos:R:3:forces:R:3
O 5.5541 -1.8482 -1.4139 0.2948 0.1031 0.0044
P 3.9228 -1.5634 -1.3798 -0.1893 -0.0077 0.0214
O 3.7981 -1.4448 0.2392 -0.0176 -0.0119 0.1249
C 3.9372 0.1880 -1.8890 0.1013 -0.0709 0.3213
N 4.6189 1.1410 -1.1607 0.0375 -0.4742 0.1907
N 4.7380 2.4675 -1.4576 0.1730 0.0554 0.1751
C 4.1292 2.8269 -2.5428 -0.2892 0.0389 -0.4111
C 3.3764 1.9626 -3.3688 0.0257 0.2168 -0.1387
C 3.2868 0.6133 -3.0103 -0.2969 0.1831 -0.5556
C 2.4506 -0.3034 -3.8657 0.3762 0.0820 -0.0205
O 1.0689 0.1124 -3.8925 -0.3088 -0.1671 0.2861
C 0.4367 0.1368 -2.7039 -0.2448 0.1094 0.0461
F 0.5627 1.3300 -2.0845 -0.0246 -0.3863 -0.0565
F 0.8897 -0.8092 -1.8513 -0.2289 0.2671 -0.2392
F -0.8798 -0.0674 -2.8890 0.5538 0.0462 -0.0376
H 5.9364 -1.5467 -2.2478 0.0665 -0.0991 0.0595
H 4.5701 -1.0508 0.6659 0.0114 -0.0936 0.0757
H 5.0969 0.8682 -0.3204 0.0675 0.1482 -0.0377
H 4.2200 3.8741 -2.8090 0.0585 -0.0137 0.1297
H 2.8852 2.3383 -4.2558 0.0031 0.0112 0.0669
H 2.7681 -0.2179 -4.9047 -0.0982 -0.0095 0.0290
H 2.5286 -1.3441 -3.5570 -0.1261 0.0570 0.0014
C -1.7435 -2.5264 1.9578 -0.1029 -0.0483 0.0616
C -1.3496 -1.0369 1.9126 -0.1612 -0.9667 -0.3661
C -1.3893 -0.5487 0.4657 -0.0996 0.5262 -0.2198
C -2.7805 -0.4175 -0.1556 -0.2177 -0.1097 -0.0982
C -3.8929 -0.1410 0.8661 0.2795 -0.2106 0.0029
C -3.3938 0.5241 2.1534 -0.7827 -0.2704 -0.2969
N -2.3265 -0.3026 2.7516 0.9145 1.1077 0.0690
O -1.9056 0.1084 3.8817 -0.2458 -0.2808 0.0192
C -4.5571 0.5711 3.1441 0.0068 0.0558 0.1821
C -2.9127 1.9518 1.8795 0.2145 0.1237 0.0594
C 0.0686 -0.8975 2.4403 0.0605 0.1268 0.1949
H -1.7125 -2.8912 2.9852 -0.0058 0.0284 0.0088
H -1.0507 -3.1210 1.3592 0.0302 0.0471 -0.0036
H -2.7511 -2.6873 1.5720 0.0076 0.0222 -0.0107
H -0.8903 0.4227 0.4145 0.0616 -0.0379 0.0944
H -0.7897 -1.2143 -0.1544 0.0809 -0.1050 0.1805
H -2.7500 0.3738 -0.9055 0.0096 0.0032 0.0074
H -3.0291 -1.3312 -0.6992 -0.0126 0.0169 -0.0163
H -4.6660 0.4894 0.4252 0.0166 0.0719 0.0463
H -4.3914 -1.0788 1.1252 0.0437 0.0118 0.1162
H -4.8628 -0.4373 3.4253 0.0121 -0.0109 -0.0179
H -5.4086 1.0736 2.6835 0.0195 0.0114 -0.0347
H -4.2842 1.1120 4.0486 0.0457 -0.0338 -0.0077
H -3.7396 2.5321 1.4672 -0.0255 -0.0192 0.0064
H -2.0883 1.9890 1.1683 -0.0197 -0.0287 -0.0149
H -2.5871 2.4261 2.8050 0.0184 -0.0672 0.0241
H 0.7322 -1.4783 1.7981 -0.0145 0.0233 -0.0527
H 0.1603 -1.2701 3.4579 -0.0421 0.0212 0.0043
H 0.3963 0.1428 2.4258 -0.0363 0.0070 0.0269
```
Forces are in eV/Å.

---

Entry 5:
ORCA calculation (ωB97M-V with the def2-TZVPD basis set) on the ion C2H6IN3 with charge +2 in a non-equilibrium geometry.

Summary:
E: -541.07661 Ha
LUMO level: -9.68 eV
E_HOMO: -18.91 eV
net charge: +2
ΔE to the lowest compared entry with this formula, charge and spin: 102.3 kJ/mol

```
12
Properties=species:S:1:pos:R:3:forces:R:3
C -0.4298 -1.2455 0.0783 -0.7194 0.5194 -0.3527
C 1.0721 0.8590 -0.0877 -1.2057 -2.6371 1.0110
N 1.0749 2.1380 -0.0403 2.1319 0.1218 0.6364
N -1.6139 -1.7399 -0.0972 -1.0965 -1.9909 -0.7551
N -0.2420 0.0931 -0.0233 2.3977 1.0381 0.0624
I 2.9777 -0.0741 -0.0235 -1.2649 0.0555 -0.1903
H 0.3438 -1.8922 0.3898 1.0975 -0.7020 -0.1922
H 0.2546 2.6502 0.0796 -1.8922 1.2233 0.0402
H 1.9666 2.6916 0.1732 -1.3994 -1.1212 -0.7974
H -1.7847 -2.8151 -0.2186 0.6084 2.5107 0.7692
H -2.4612 -1.1738 -0.3283 0.9821 -0.4980 0.1297
H -1.1583 0.5087 0.0981 0.3606 1.4804 -0.3613
```
Forces are in eV/Å.

---

Entry 6:
ORCA calculation (ωB97M-V with the def2-TZVPD basis set) on a cluster of 2 separate species, CH2ClN3O3 in total in a non-equilibrium geometry.

Summary:
E: -889.32502 Ha
LUMO level: 0.29 eV
E_HOMO: -9.60 eV
ΔE to the lowest compared entry with this formula, charge and spin: 27.5 kJ/mol

```
10
Properties=species:S:1:pos:R:3:forces:R:3
C -2.2399 -0.1892 0.0446 0.3045 0.1086 -0.4369
N -3.0157 -0.8727 0.6261 -0.7940 -0.5670 0.7150
N 1.4636 -0.5193 -0.0882 -2.0055 1.5717 -0.2722
N 1.8581 0.7072 -0.0322 2.0558 -2.6790 0.5315
O -1.5340 0.5497 -0.5026 0.5896 0.9226 -0.4364
O 0.8924 1.5953 0.0238 -2.5837 -0.0238 -0.4181
O 3.0297 1.0330 0.0522 -0.8473 1.2727 -0.2722
Cl 2.7077 -1.5485 -0.3171 1.2294 -1.2237 -0.0544
H -0.0179 1.0761 -0.1844 2.2843 1.1150 0.5165
H -3.1438 -1.8317 0.3776 -0.2330 -0.4971 0.1274
```
Forces are in eV/Å.